No. 1
Formula: C15H31NNiO2P2
Source: the Open Molecules 2025 dataset
Level of theory: ωB97M-V/def2-TZVPD

Geometry as XYZ:
```
52
Properties=species:S:1:pos:R:3
P -2.11 2.00 0.52
P -1.22 -3.12 -0.56
C 0.68 -0.18 -0.98
C 0.17 -1.67 -0.90
H 0.71 0.21 0.15
H 0.57 0.46 -1.86
H 0.11 -1.79 -1.95
H 1.07 -2.23 -0.64
C -0.60 -3.99 0.92
H -1.25 -4.81 1.29
H -0.53 -3.19 1.69
H 0.41 -4.41 0.71
C -0.53 -3.96 -2.06
H 0.55 -4.23 -1.90
H -0.58 -3.29 -2.94
H -1.06 -4.88 -2.37
C -2.05 2.80 2.09
H -3.11 2.91 2.28
H -1.48 3.70 1.94
H -1.57 2.19 2.84
C -2.56 3.22 -0.71
H -2.48 2.87 -1.75
H -1.88 4.08 -0.55
H -3.61 3.39 -0.40
Ni -0.48 0.71 0.59
C 2.21 -0.14 -0.88
C 2.58 -0.58 0.44
C 3.06 0.19 1.57
C 2.78 1.69 1.49
C 1.38 2.04 1.00
C 1.10 2.35 -0.34
C 2.07 2.28 -1.51
C 2.96 1.06 -1.55
C -3.43 0.78 0.58
H 2.03 -0.90 -1.69
H 2.24 -1.58 0.72
H 4.12 -0.06 1.70
H 2.62 -0.15 2.52
H 2.89 2.17 2.47
H 3.57 2.19 0.93
H 0.74 2.46 1.80
H 0.34 3.10 -0.54
H 2.68 3.17 -1.52
H 1.55 2.39 -2.47
H 3.26 0.81 -2.59
H 3.95 1.26 -1.15
H -3.50 0.07 -0.26
H -4.16 1.55 0.46
H -3.57 0.26 1.55
O -4.19 -5.63 0.74
N -3.76 -4.92 1.57
O -2.65 -2.65 -0.51
```

Summary:
2S+1: 3
LUMO (alpha / beta): -0.0049 / 0.0132 Eh
HOMO-LUMO gap (alpha / beta): 5.4916 / 5.9300 eV
expectation value of S²: 2.025


No. 2
Formula: C15H31NO2PSTl
Source: the Open Molecules 2025 dataset
Level of theory: ωB97M-V/def2-TZVPD

Geometry as XYZ:
```
52
Properties=species:S:1:pos:R:3
C 1.68 1.45 1.81
C 2.32 1.67 0.28
C 3.49 2.83 0.47
C 2.90 0.22 -0.20
C 4.33 0.27 -1.01
C 1.80 -0.60 -1.16
O 0.75 -1.06 -0.25
C -0.53 -1.29 -0.93
P -0.17 -2.21 -2.61
S 0.89 -3.83 -2.34
C -1.36 0.06 -1.34
C -2.34 0.69 -0.20
C -3.47 1.59 -1.04
C -1.53 1.82 0.71
N -3.14 -0.29 0.61
O -4.33 -0.59 0.05
C -2.38 -1.50 1.07
C -1.42 -1.27 2.39
C -3.54 -2.60 1.57
C -1.52 -2.28 -0.09
H 1.18 2.46 2.19
H 0.83 0.64 1.75
H 2.54 1.19 2.56
H 1.48 2.08 -0.43
H 3.49 3.54 -0.46
H 3.13 3.49 1.39
H 4.54 2.41 0.76
H 3.09 -0.46 0.76
H 4.44 -0.63 -1.80
H 4.49 1.25 -1.63
H 5.18 0.07 -0.21
H 1.45 0.11 -2.01
H 2.45 -1.49 -1.63
H 0.33 -1.33 -3.63
H -1.49 -2.67 -3.06
H -0.55 0.90 -1.59
H -1.93 -0.11 -2.38
H -4.32 2.00 -0.35
H -2.90 2.53 -1.50
H -3.89 1.00 -1.98
H -0.66 2.36 0.11
H -1.20 1.43 1.76
H -2.33 2.68 0.92
H -1.71 -0.29 3.00
H -1.54 -2.16 3.17
H -0.27 -1.21 2.15
H -2.98 -3.46 2.17
H -3.98 -3.12 0.60
H -4.40 -2.08 2.19
H -2.25 -2.86 -0.81
H -0.84 -3.10 0.45
Tl 6.20 1.79 -0.27
```

Summary:
2S+1: 2
LUMO (alpha / beta): -0.4643 / -0.4747 Eh
HOMO-LUMO gap (alpha / beta): 6.5816 / 6.3012 eV
expectation value of S²: 0.755
total charge: +3


No. 3
Formula: C15H31NO3P2Sn
Source: the Open Molecules 2025 dataset
Level of theory: ωB97M-V/def2-TZVPD

Geometry as XYZ:
```
53
Properties=species:S:1:pos:R:3
P 0.88 -1.89 -2.30
P 0.49 1.98 -1.59
C 0.86 -0.35 -3.34
C 1.48 0.96 -2.77
H -0.19 -0.13 -3.68
H 1.37 -0.54 -4.29
H 2.42 0.77 -2.23
H 1.81 1.64 -3.58
C -1.09 2.68 -2.18
H -1.49 3.25 -1.33
H -1.82 1.87 -2.33
H -1.03 3.32 -3.07
C 1.39 3.42 -1.00
H 1.22 4.15 -1.80
H 2.45 3.16 -0.92
H 1.00 3.76 -0.02
C -0.21 -3.16 -3.16
H -0.14 -4.06 -2.51
H 0.19 -3.44 -4.13
H -1.30 -3.00 -3.28
C 2.53 -2.51 -2.77
H 3.26 -1.71 -2.57
H 2.55 -2.82 -3.82
H 2.74 -3.36 -2.11
Sn -1.92 -0.74 -2.46
C 0.05 1.30 -5.65
C -1.25 1.18 -5.31
C -2.27 0.60 -6.24
C -1.84 -0.74 -6.81
C -1.04 -1.58 -5.88
C 0.31 -1.64 -5.95
C 1.21 -0.74 -6.76
C 0.73 0.72 -6.85
C -1.04 -1.62 -0.44
H 0.66 2.06 -5.15
H -1.65 1.77 -4.46
H -2.45 1.27 -7.11
H -3.23 0.50 -5.70
H -2.73 -1.30 -7.09
H -1.31 -0.58 -7.75
H -1.62 -2.28 -5.28
H 0.84 -2.55 -5.64
H 1.33 -1.11 -7.79
H 2.22 -0.76 -6.32
H 1.63 1.30 -7.02
H 0.15 0.83 -7.76
H -0.06 -1.27 -0.10
H -1.13 -2.70 -0.26
H -1.78 -1.13 0.24
O -0.04 1.76 1.88
N -1.06 1.74 1.24
O -2.03 1.05 1.39
O -0.16 0.98 -0.65
```

Summary:
LUMO (alpha / beta): -0.2986 / -0.3615 Eh
HOMO-LUMO gap (alpha / beta): 7.0430 / 5.3055 eV
total charge: +2


No. 4
Formula: C15H31NO7
Source: the Open Molecules 2025 dataset
Level of theory: ωB97M-V/def2-TZVPD

Geometry as XYZ:
```
54
Properties=species:S:1:pos:R:3
C 15.71 8.62 0.57
C 15.48 9.23 1.99
O 16.27 10.40 2.21
C 17.54 10.35 2.61
C 17.94 11.78 2.98
O 18.29 9.41 2.82
H 16.64 8.05 0.57
H 15.80 9.33 -0.25
H 14.88 7.95 0.36
H 14.52 9.73 1.90
H 15.56 8.49 2.79
H 17.93 11.96 4.05
H 17.32 12.56 2.56
H 18.98 11.98 2.73
C 19.49 10.65 -9.21
C 18.29 11.05 -8.27
O 18.13 10.03 -7.27
C 18.85 9.99 -6.15
C 18.29 8.82 -5.27
O 19.72 10.76 -5.76
H 19.28 11.21 -10.12
H 19.73 9.62 -9.47
H 20.37 11.19 -8.85
H 18.31 12.05 -7.84
H 17.30 11.15 -8.73
H 19.02 8.52 -4.53
H 18.07 7.86 -5.74
H 17.43 9.13 -4.67
C 23.92 6.64 -0.09
C 23.54 5.46 0.72
O 22.20 5.67 0.95
C 21.61 5.70 2.11
C 20.14 5.86 2.04
O 22.16 5.37 3.14
H 23.76 7.51 0.55
H 23.35 6.69 -1.02
H 24.94 6.34 -0.32
H 23.72 4.53 0.20
H 24.20 5.60 1.58
H 19.91 6.81 2.51
H 19.63 5.06 2.58
H 19.75 5.82 1.02
C 20.80 9.41 0.90
N 20.36 9.67 -0.49
C 21.18 10.51 -1.37
C 19.16 9.19 -0.88
O 18.74 9.41 -1.98
H 21.85 9.12 0.83
H 20.30 8.63 1.48
H 20.85 10.38 1.39
H 21.04 10.15 -2.39
H 20.59 11.42 -1.31
H 22.19 10.69 -1.02
H 18.63 8.62 -0.10
```

Summary:
LUMO: 0.0268 Eh
HOMO-LUMO gap: 9.6645 eV
SMILES: CCOC(C)=O.CCOC(C)=O.CCOC(C)=O.CN(C)C=O
energy relative to the best compared isomer or geometry (same formula, charge and spin): 49.2 kcal/mol


No. 5
Formula: C15H32As3GaI2NS
Source: the Open Molecules 2025 dataset
Level of theory: ωB97M-V/def2-TZVPD

Geometry as XYZ:
```
55
Properties=species:S:1:pos:R:3
Ga -4.68 -0.26 -3.64
I -4.31 -2.97 -3.49
C -4.70 0.78 -1.95
I -3.21 2.38 -1.30
H -4.78 0.07 -1.11
H -5.58 1.33 -1.77
C -2.25 0.55 2.40
As -1.16 -0.09 0.75
C -2.56 -1.31 0.16
C 0.07 -1.28 1.75
C 1.58 -1.03 1.58
C 2.39 -2.17 2.30
C 2.09 -1.14 0.08
As 1.02 -0.13 -1.30
C 2.24 -0.86 -2.71
C 1.45 1.80 -0.83
C 2.03 0.31 2.18
As 2.35 0.36 4.23
C 1.50 2.17 4.41
C 4.29 0.94 4.33
H -2.94 -0.27 2.77
H -2.77 1.46 2.13
H -1.58 0.79 3.23
H -2.65 -2.01 0.99
H -2.37 -1.90 -0.77
H -3.47 -0.73 0.13
H -0.23 -2.31 1.52
H -0.21 -1.00 2.81
H 2.23 -3.13 1.76
H 2.03 -2.33 3.28
H 3.51 -1.97 2.36
H 1.88 -2.14 -0.31
H 3.17 -0.91 -0.05
H 3.19 -0.36 -2.45
H 1.73 -0.52 -3.63
H 2.31 -1.97 -2.71
H 2.44 2.03 -0.41
H 0.68 2.18 -0.15
H 1.25 2.44 -1.68
H 1.29 1.11 2.02
H 3.04 0.59 1.87
H 0.46 1.97 4.36
H 1.73 2.88 3.62
H 1.85 2.68 5.29
H 4.86 0.22 3.77
H 4.48 0.98 5.40
H 4.30 1.89 3.79
S -1.54 -0.87 -6.68
C -1.12 0.30 -5.48
C -2.27 0.74 -4.87
N -3.46 0.14 -5.27
C -3.18 -0.64 -6.35
H -0.14 0.76 -5.38
H -2.28 1.49 -4.10
H -4.01 -1.04 -6.87
```

Summary:
LUMO (alpha / beta): -0.4063 / -0.4320 Eh
HOMO-LUMO gap (alpha / beta): 5.8372 / 5.0190 eV
total charge: +3